1.
ORCA calculation (the ωB97M-V functional and the def2-TZVPD basis) on a 2-piece molecular cluster, C5H13NO overall at a distorted geometry.

Output
- LUMO energy (eV) = 0.98
- gap between HOMO and LUMO (eV) = 10.240
- ΔE to the lowest compared entry with this formula, charge and spin (kcal/mol) = 8.0
- DFT total energy (eV) = -8933.6644

ORCA input file:
```
! wB97M-V def2-TZVPD RIJCOSX def2/J DEFGRID3
* xyz 0 1
C -1.87436 -2.36111 2.40842
H -2.16568 0.69428 0.96023
C -3.99775 -2.09415 1.09374
C -1.11932 -2.41058 1.08503
H -1.34382 -2.96891 3.16641
C -3.30723 -2.86234 2.22169
N -1.83077 -1.60196 0.09294
C -3.15965 -2.15406 -0.17822
H -1.90524 2.22724 1.04304
H -4.12051 -1.03330 1.38526
H -1.02478 -3.46669 0.76701
H -0.09734 -2.00221 1.20424
H -3.63066 -1.55798 -0.98338
H -3.10860 -3.20470 -0.52317
H -1.88899 -1.31385 2.76688
H -5.00567 -2.50853 0.89920
H -3.87846 -2.76229 3.16463
H -1.28735 -1.57485 -0.77927
O -2.44502 1.50665 1.44009
H -3.27892 -3.93704 1.95775
*
```


2.
ORCA calculation (the ωB97M-V functional and the def2-TZVPD basis) on a 2-piece molecular cluster, C5H13NO overall at a distorted geometry.

Output
- LUMO energy (eV) = 0.86
- gap between HOMO and LUMO (eV) = 10.632
- ΔE to the lowest compared entry with this formula, charge and spin (kcal/mol) = 9.8
- DFT total energy (eV) = -8933.5868

ORCA input file:
```
! wB97M-V def2-TZVPD RIJCOSX def2/J DEFGRID3
* xyz 0 1
H -1.78794 1.31426 -2.18688
H 0.17139 1.64793 3.59330
H -0.84340 0.61211 -3.45487
N -0.26381 -2.28033 -1.62896
H -0.24361 -3.22833 -1.28862
C 0.77325 1.60483 2.67944
H 1.68047 2.16374 2.90305
H 0.19440 2.17523 1.95563
H 0.77428 0.27742 -1.72438
C 1.04429 0.17069 2.28300
C -0.22079 0.12790 -1.30975
H 1.92065 -0.18039 2.84113
C -1.23515 0.40669 -2.46266
H -0.43868 0.82141 -0.50357
O -0.76851 -1.44679 0.40665
H 1.42012 0.10486 1.25996
C -0.43782 -1.25955 -0.74477
H 0.27046 -0.57176 2.40802
H -2.06044 -0.30351 -2.45159
H 0.05085 -2.15642 -2.57415
*
```


3.
ORCA calculation (the ωB97M-V functional and the def2-TZVPD basis) on a 2-piece molecular cluster, C5H13NO overall at a distorted geometry.

Output
- LUMO energy (eV) = 0.74
- gap between HOMO and LUMO (eV) = 8.684
- ΔE to the lowest compared entry with this formula, charge and spin (kcal/mol) = 30.2
- DFT total energy (eV) = -8932.7033

ORCA input file:
```
! wB97M-V def2-TZVPD RIJCOSX def2/J DEFGRID3
* xyz 0 1
C -0.16704 -0.40897 -1.72493
H 1.98326 1.32856 -0.07703
H -0.64128 -1.39338 0.67743
O -2.02609 0.53860 2.82339
H 1.46560 0.11018 2.04996
C 0.75974 -0.34782 -0.50377
H 2.05446 0.85297 -1.71904
H -0.54379 -1.42927 -1.89651
H 0.41137 -1.09138 2.66084
H -1.92579 -0.31839 2.39272
C -1.43963 0.44437 -1.54220
C 0.29165 -0.85317 0.62902
H 0.34240 -0.08891 -2.63425
C 2.03425 0.42977 -0.71734
H -1.93917 0.32726 -0.59087
H 2.95218 -0.07996 -0.46878
H -1.19523 0.97187 2.58018
N 0.92554 -0.72696 1.87880
H -2.22468 0.25290 -2.27177
H -1.11776 1.48174 -1.54585
*
```


4.
ORCA calculation (the ωB97M-V functional and the def2-TZVPD basis) on a 2-piece molecular cluster, C5H13NO overall at a distorted geometry.

Output
- LUMO energy (eV) = 0.77
- gap between HOMO and LUMO (eV) = 10.428
- ΔE to the lowest compared entry with this formula, charge and spin (kcal/mol) = 20.2
- DFT total energy (eV) = -8933.1354

ORCA input file:
```
! wB97M-V def2-TZVPD RIJCOSX def2/J DEFGRID3
* xyz 0 1
H -1.63856 -0.51365 1.09785
H 1.80273 -0.53697 -1.54622
H -1.39355 -3.28686 2.20667
H 1.92131 1.25324 -2.18150
C -0.81148 -2.42209 1.86392
H -0.36408 -1.91248 2.70572
H -1.15288 2.98329 -1.62244
H 0.20135 0.25721 -0.09812
H 1.60939 1.04839 0.68673
C 2.00885 0.51397 -1.37014
C -1.60227 -1.57315 0.83493
O 0.64782 3.37042 -0.13559
H 0.06645 -2.87622 1.36367
C 1.02308 0.98315 -0.21311
H -2.64923 -1.83896 0.96209
H 3.01124 0.71442 -1.01619
H -1.11225 -1.80164 -0.11415
C 0.40353 2.27020 -0.60582
H -1.25048 1.25593 -1.42462
N -0.72098 2.11179 -1.39369
*
```


5.
ORCA calculation (the ωB97M-V functional and the def2-TZVPD basis) on a 2-piece molecular cluster, C5H13NO overall at a distorted geometry.

Output
- LUMO energy (eV) = 0.78
- gap between HOMO and LUMO (eV) = 11.020
- ΔE to the lowest compared entry with this formula, charge and spin (kcal/mol) = 69.3
- DFT total energy (eV) = -8931.0067

ORCA input file:
```
! wB97M-V def2-TZVPD RIJCOSX def2/J DEFGRID3
* xyz 0 1
H -1.33024 2.60641 -0.38345
C 1.43529 0.41201 -0.49008
O -1.61964 -2.86244 -1.49696
H 2.33783 0.93241 -0.36020
C -0.77922 -1.13435 1.65904
H 1.54033 0.07814 1.71791
C -0.63627 2.07758 0.22101
H 2.19824 -1.16587 0.53973
H -0.78397 -0.21829 2.21221
H 0.03843 2.65855 0.95750
H -1.58795 -1.83225 1.85513
H -0.40023 0.73413 -1.60190
H -1.33612 1.18069 0.51669
N 0.13134 -1.45583 0.76978
H -1.06398 -2.53362 -0.91091
C 1.30199 -0.54293 0.71862
H -1.83636 -2.10007 -1.98341
H 0.62894 2.13793 -1.62113
H 1.47997 -0.29359 -1.36559
C 0.28161 1.32139 -0.95397
*
```


6.
ORCA calculation (the ωB97M-V functional and the def2-TZVPD basis) on a 2-piece molecular cluster, C5H13NO overall at a distorted geometry.

Output
- LUMO energy (eV) = 0.88
- gap between HOMO and LUMO (eV) = 8.405
- ΔE to the lowest compared entry with this formula, charge and spin (kcal/mol) = 42.5
- DFT total energy (eV) = -8932.1670

ORCA input file:
```
! wB97M-V def2-TZVPD RIJCOSX def2/J DEFGRID3
* xyz 0 1
H 2.33742 1.21047 -1.06570
H -2.67898 -1.68752 0.99543
O -1.17356 1.31696 2.67979
H -2.43904 -0.38191 -0.14517
H 1.83366 0.04380 -2.33906
H 0.51240 1.97858 -0.40820
H 3.37813 -0.16983 -1.40318
H -0.28886 1.18247 -1.63232
C 2.35218 0.17114 -1.38269
H 1.71123 -1.55753 -0.52493
C -0.19572 1.15961 -0.53894
H -0.07686 -2.00025 0.93336
H -0.62746 0.64162 2.27548
H -1.11137 1.41707 -0.01490
C -0.52877 -1.18404 0.38557
C -2.00969 -1.31806 0.21027
N 1.59335 -0.56884 -0.34929
H -2.25612 -2.06966 -0.55906
C 0.25178 -0.18307 -0.07624
H -0.58373 1.99898 2.95978
*
```